Entry 1:
{"formula": "C29H36N4O11P", "method": "ωB97M-V/def2-TZVPD", "elements": ["C", "C", "C", "C", "O", "C", "O", "C", "C", "C", "C", "O", "C", "O", "C", "C", "C", "P", "O", "O", "O", "N", "C", "C", "N", "C", "C", "O", "O", "C", "C", "C", "C", "C", "N", "C", "H", "H", "H", "H", "H", "H", "H", "H", "H", "H", "H", "H", "H", "H", "H", "H", "H", "H", "H", "H", "H", "H", "H", "H", "H", "H", "H", "H", "H", "H", "H", "C", "C", "C", "C", "C", "C", "N", "O", "O", "H", "H", "H", "H", "H"], "coordinates": [[5.2656, -0.9438, 0.7216], [3.7704, -1.1245, 0.2141], [2.7019, -1.1167, 1.4026], [1.4029, -0.4506, 0.7768], [0.3940, -0.1633, 1.7707], [-0.7261, 0.4544, 1.2462], [-1.6040, 0.7401, 2.0109], [-0.8323, 0.7127, -0.2847], [-1.5501, -0.1960, -1.2268], [-2.2170, -1.4434, -0.5537], [-3.5423, -0.9960, 0.1859], [-4.7359, -1.1947, -0.5734], [-5.5042, -0.0436, -0.6601], [-5.0795, 1.0603, -0.9026], [-7.0589, -0.2238, -0.4754], [-7.8646, 1.0997, -0.7043], [-1.5886, 0.0952, -2.6699], [-2.5512, -1.0717, -3.8039], [-3.6670, -1.7451, -3.1015], [-1.5170, -2.2563, -4.3526], [-3.2625, -0.2392, -5.0736], [-0.9081, 1.2294, -3.1623], [-0.8683, 1.5385, -4.6296], [-2.0112, 2.5777, -4.9342], [-2.1235, 3.1712, -6.0554], [-0.2446, 2.1132, -2.3327], [0.4790, 3.4139, -2.8168], [-0.0965, 4.5702, -2.1937], [-0.7396, 5.3122, -3.1757], [-0.1767, 1.8796, -0.8639], [0.5854, 2.8055, 0.1042], [-0.1470, 3.4896, 1.2002], [0.6459, 4.3349, 2.1008], [2.0814, 4.4330, 1.8305], [2.7783, 3.8492, 0.8149], [2.0223, 3.0648, 0.0048], [5.3517, -0.6885, 1.8053], [5.8725, -1.8440, 0.4265], [5.7255, -0.0879, 0.1439], [3.5847, -0.2889, -0.5236], [3.6843, -2.0717, -0.3932], [3.1027, -0.5046, 2.2601], [2.5381, -2.1870, 1.6798], [1.0600, -1.1711, -0.0248], [1.7825, 0.4680, 0.2427], [-1.5000, -1.7654, 0.2618], [-2.3285, -2.3277, -1.2243], [-3.6267, -1.6367, 1.1130], [-3.3863, 0.0499, 0.5522], [-7.3958, -0.9494, -1.2732], [-7.2532, -0.6502, 0.5401], [-8.9706, 0.8880, -0.6216], [-7.6343, 1.8930, 0.0492], [-7.7200, 1.5505, -1.7216], [-1.1004, -2.6176, -3.5402], [-2.7392, -0.5297, -5.8570], [-0.9848, 0.6029, -5.2450], [0.1593, 1.9098, -4.9027], [-2.7771, 2.7575, -4.1283], [-1.3395, 2.8398, -6.6423], [0.4413, 3.6107, -3.9136], [1.5559, 3.3551, -2.5128], [-1.1056, 6.0735, -2.6816], [-1.2423, 3.3444, 1.3624], [0.1519, 4.8661, 2.9516], [2.6770, 5.0633, 2.5429], [2.5600, 2.5632, -0.8464], [3.6210, -4.4549, 6.8125], [2.7598, -4.0473, 5.8007], [3.2097, -3.9827, 4.4898], [4.5229, -4.3328, 4.2036], [5.3924, -4.7340, 5.2089], [4.9361, -4.7936, 6.5181], [4.9964, -4.2901, 2.8165], [4.2131, -3.9146, 1.9567], [6.1413, -4.6339, 2.5978], [3.2651, -4.5098, 7.8350], [1.7356, -3.7828, 6.0347], [2.5310, -3.6642, 3.7093], [6.4178, -5.0029, 4.9895], [5.6048, -5.1080, 7.3101]], "atomic_forces_ev_per_a": [[0.1, 0.1, -1.2], [0.4, 0.1, 0.3], [-0.1, 0.5, -1.3], [2.3, -1.0, -0.4], [-0.8, 0.8, -2.4], [0.4, -0.8, 1.3], [0.0, 0.2, -1.0], [0.4, 0.8, -3.3], [0.4, 0.6, -0.3], [0.6, 0.6, 0.3], [1.0, -0.8, 0.8], [-0.4, 1.5, 0.9], [-1.8, 0.6, -0.5], [0.8, -1.0, 0.3], [0.4, -0.2, -0.9], [-0.4, 0.2, 0.1], [0.8, 0.6, 2.0], [-3.1, -1.9, 0.0], [1.5, 1.2, 0.0], [-0.3, 2.4, 0.6], [3.2, -1.6, 1.0], [0.7, -0.1, 1.3], [-0.2, 0.1, -0.4], [-0.1, 0.0, -0.5], [0.8, -1.0, 1.0], [-0.2, -0.5, 2.0], [-0.1, 0.3, -0.6], [1.1, -1.5, 1.5], [-1.0, 0.9, -1.4], [-0.7, -1.1, -0.2], [0.2, 1.7, 1.4], [2.5, 0.2, -0.1], [0.4, -1.7, -2.3], [-1.2, 0.4, 0.7], [-2.7, -0.5, 0.4], [-1.2, -0.4, -0.4], [-0.1, -0.5, -0.9], [-0.6, 0.8, 0.8], [-0.4, -0.8, 0.7], [-0.1, -0.7, 0.8], [0.0, 0.9, 0.8], [-0.6, -0.7, -0.8], [0.0, 1.1, 0.1], [-0.1, 0.7, 0.9], [-0.8, -0.7, 0.8], [-0.7, 0.4, -0.8], [-0.3, 0.9, 0.5], [0.0, 0.5, -1.0], [-0.5, -0.8, -0.6], [0.4, 0.4, 1.1], [0.1, 0.2, -0.9], [1.2, 0.1, 0.0], [0.0, -0.7, -0.6], [0.1, -0.6, 0.9], [-0.2, -0.1, -0.7], [-0.8, 0.5, 0.0], [0.0, 0.9, 0.9], [-1.2, -0.2, 0.4], [0.9, -0.2, -0.7], [-0.4, 0.5, -0.2], [0.0, -0.4, 0.9], [-1.0, 0.0, -0.2], [0.3, -0.5, 0.0], [1.1, 0.2, -0.3], [0.7, -0.6, -0.9], [-0.5, -0.7, -0.9], [-0.4, 0.5, 1.0], [0.0, 0.0, 0.0], [0.2, 0.0, 0.0], [-0.2, 0.1, -0.1], [-0.2, 0.0, 0.5], [0.2, -0.1, 0.0], [-0.2, 0.1, -0.1], [0.2, 0.0, -0.2], [0.1, -0.1, 0.2], [-0.3, 0.1, 0.0], [0.0, 0.0, -0.1], [0.1, 0.0, -0.1], [0.2, -0.1, -0.1], [-0.1, 0.0, -0.2], [0.0, 0.0, -0.1]], "mulliken_charge": [-1.20, -0.29, -0.44, 0.63, -0.31, -0.26, -0.52, 0.13, -0.31, -1.22, -0.80, -0.31, 0.55, -0.54, -0.28, -1.05, 1.17, 0.65, -0.63, -0.54, -0.44, -0.01, -1.43, 0.16, -0.66, 0.86, -0.57, -0.08, -0.45, 0.58, 0.05, -0.57, -0.71, -0.36, -0.74, 0.21, 0.32, 0.22, 0.37, 0.27, 0.37, 0.52, 0.07, 0.03, -0.43, 0.39, 0.68, 0.42, 0.52, 0.25, 0.30, 0.35, 0.28, 0.28, 0.42, 0.38, 0.66, 0.61, 0.47, 0.26, 0.56, 0.30, 0.32, 0.45, 0.38, 0.37, 0.32, -0.39, -0.57, -0.09, 0.09, -0.39, -0.46, 1.00, -0.59, -0.59, 0.38, 0.38, 0.38, 0.45, 0.38], "relative_energy_kj_mol": 295.88, "energy_ev": -68414.4603, "total_charge": 1}

---

Entry 2:
{"formula": "C29H36N8Pd", "method": "ωB97M-V/def2-TZVPD", "elements": ["Pd", "N", "N", "C", "C", "C", "C", "H", "H", "H", "C", "C", "H", "H", "H", "C", "C", "H", "H", "H", "C", "H", "H", "H", "C", "H", "H", "H", "C", "H", "C", "H", "C", "H", "C", "H", "C", "C", "H", "C", "C", "H", "C", "H", "N", "C", "C", "C", "H", "C", "C", "H", "H", "H", "C", "H", "C", "C", "H", "H", "H", "C", "H", "H", "H", "N", "N", "N", "C", "N", "N", "H", "H", "H"], "coordinates": [[0.2580, 1.0115, 0.3230], [1.1137, 0.3371, -2.3440], [-0.3226, -1.7393, -3.2846], [-0.6850, 1.1598, 2.2275], [-1.2082, 2.0978, 1.2885], [-0.1133, 2.9320, 0.8435], [-0.2069, 3.9289, -0.2344], [-1.2521, 4.2138, -0.3771], [0.1780, 3.5303, -1.1834], [0.3874, 4.8179, -0.0062], [1.0768, 2.4915, 1.5407], [2.4512, 3.0502, 1.3927], [2.9800, 3.0870, 2.3512], [2.4299, 4.0613, 0.9802], [3.0655, 2.4403, 0.7108], [0.7209, 1.3758, 2.3599], [1.6277, 0.6562, 3.3143], [2.4920, 0.1842, 2.8211], [1.0543, -0.1094, 3.8463], [2.0212, 1.3439, 4.0773], [-2.5762, 2.0641, 0.7208], [-2.8911, 3.0617, 0.4075], [-3.2762, 1.6750, 1.4643], [-2.6301, 1.4064, -0.1598], [-1.4911, 0.1383, 2.9558], [-1.5933, -0.7737, 2.3515], [-2.4952, 0.5249, 3.1621], [-1.0391, -0.1345, 3.9166], [2.3147, 1.0192, -1.9111], [2.0063, 2.0302, -1.5523], [3.4606, 1.1625, -2.8315], [4.4586, 1.2664, -2.4150], [3.2111, 1.2404, -4.1806], [4.0001, 1.5359, -4.8858], [1.9555, 0.8212, -4.6104], [1.6851, 0.8537, -5.6664], [1.1264, 0.0382, -3.7647], [0.4343, -1.0523, -4.2285], [0.2472, -1.2529, -5.2770], [-0.0912, -1.6230, -1.9540], [-1.5171, -2.4214, -3.4829], [-1.9091, -2.5837, -4.4643], [-2.0608, -2.5963, -2.2799], [-3.0246, -2.9850, -2.0238], [-1.2059, -2.0779, -1.2875], [-1.5697, -2.2463, 0.1132], [-2.9280, -2.1042, 0.5255], [-3.3536, -2.7106, 1.7215], [-4.4032, -2.6269, 2.0179], [-2.4752, -3.4002, 2.5618], [-2.9016, -4.1755, 3.7715], [-2.3694, -3.8181, 4.6611], [-2.6425, -5.2365, 3.6564], [-3.9753, -4.1005, 3.9526], [-1.1231, -3.3798, 2.2226], [-0.3924, -3.8214, 2.9109], [-0.6806, -2.9009, 0.9859], [0.7368, -3.1633, 0.6343], [0.8405, -3.8429, -0.2241], [1.2698, -3.5900, 1.4954], [1.2402, -2.2227, 0.3877], [-3.9784, -1.3201, -0.2056], [-4.2281, -1.7086, -1.2000], [-3.7204, -0.2552, -0.2926], [-4.9083, -1.3631, 0.3851], [3.9976, 0.3032, -0.4080], [2.6891, 0.1855, -0.7972], [2.6202, 4.1890, -1.7387], [2.7486, 5.3437, -1.7302], [1.0073, -0.8444, -1.6015], [2.0902, -1.0188, -0.7772], [4.1069, -0.1026, 0.5152], [4.2428, 1.2935, -0.4293], [2.8922, 6.4294, -1.7644]], "atomic_forces_ev_per_a": [[0.9, -5.3, -4.8], [-0.1, 0.4, -3.5], [-1.4, -1.4, -1.2], [-0.5, -0.1, 1.2], [-0.2, 1.0, 0.6], [-0.3, 0.9, 1.2], [0.1, 0.5, -0.6], [0.0, 0.2, -0.1], [-0.2, 0.3, 0.1], [0.0, 0.4, 0.0], [0.3, 1.3, 0.7], [0.2, 0.0, -0.1], [0.1, 0.1, 0.1], [0.0, 0.0, 0.0], [-0.1, 0.3, 0.2], [0.4, 0.4, 1.6], [-0.1, 0.3, 0.1], [-0.2, 0.0, 0.1], [0.2, -0.1, -0.1], [0.2, 0.0, 0.1], [-0.5, -0.1, -0.3], [-0.3, 0.1, 0.0], [-0.3, 0.1, 0.0], [-0.1, 0.4, 0.3], [-0.2, -0.3, -0.1], [-0.1, 0.2, 0.4], [-0.1, -0.1, 0.1], [-0.1, 0.0, 0.0], [0.4, 1.3, 0.4], [0.1, -0.7, 0.1], [0.9, 0.4, -1.6], [-0.3, 0.1, -0.2], [0.2, -0.1, 1.3], [-0.3, -0.1, 0.2], [-0.9, 0.5, -1.3], [0.1, -0.2, 0.1], [0.6, 0.1, -0.3], [0.1, 0.8, 0.5], [0.2, -0.1, 0.2], [2.7, 0.1, 1.1], [1.2, 1.4, -0.2], [-0.1, -0.1, -0.2], [-0.5, -0.3, 1.0], [0.1, -0.3, 0.1], [-2.1, -0.3, 1.8], [0.3, -0.2, -1.1], [-0.2, -0.3, 0.2], [0.6, -0.4, 0.2], [0.2, 0.0, -0.2], [-0.4, 0.5, -0.3], [0.1, 0.1, 0.2], [-0.1, 0.0, 0.0], [-0.1, 0.1, 0.0], [0.0, 0.0, 0.0], [0.1, 0.0, -0.6], [-0.2, 0.0, -0.4], [0.0, -0.3, 0.9], [0.6, 0.2, 0.0], [-0.1, 0.2, 0.1], [-0.2, -0.1, -0.2], [-0.1, -0.4, 0.1], [-0.4, 0.3, 0.0], [0.1, 0.2, 0.0], [0.1, -0.3, -0.2], [0.3, 0.0, -0.2], [1.8, -1.0, 0.4], [-1.9, 0.4, 0.8], [0.4, 2.2, -0.1], [0.0, -0.9, -0.2], [-1.9, -0.3, 0.8], [1.4, -0.9, -0.3], [-0.2, 0.4, 0.1], [-0.3, -0.4, 0.4], [-0.2, -1.1, 0.1]], "mulliken_spin": [-0.06, 0.11, -0.14, -0.02, 0.01, -0.03, -0.01, 0.00, 0.00, 0.00, 0.02, 0.01, 0.00, 0.00, 0.00, -0.02, 0.00, 0.00, 0.00, 0.00, 0.01, 0.00, 0.00, 0.00, -0.01, 0.00, 0.00, 0.00, 0.13, -0.02, 0.10, 0.02, -0.09, -0.01, 0.05, 0.02, 0.05, -0.05, 0.00, 0.81, -0.15, 0.00, 0.20, 0.02, -0.10, 0.10, 0.28, -0.02, 0.00, 0.02, -0.01, 0.01, 0.00, 0.00, 0.06, 0.04, -0.17, -0.03, 0.01, 0.01, 0.05, 0.04, 0.01, -0.01, 0.00, 0.11, 0.02, 0.00, 0.00, -0.14, 0.77, 0.00, -0.01, 0.00], "relative_energy_kj_mol": 115.45, "energy_ev": -46043.2041, "s_squared": 2.0266, "spin_multiplicity": 3, "total_charge": -2}